[1]
Formula: C5H8O
Source: OMol25
Level of theory: wB97M-V/def2-TZVPD

Calculated values
- ΔE to the lowest compared entry with this formula, charge and spin (kJ/mol) = 313.1
- max |F| (eV Å⁻¹) = 0.4
- lowest unoccupied orbital energy (eV) = 1.13
- gap between HOMO and LUMO (eV) = 10.187
- net charge = 0
- calculated total energy (eV) = -7359.010

Geometry (Å):
C -1.64 0.15 0.28
C -2.93 -0.18 0.28
C 1.85 0.61 -0.80
C 1.54 -0.83 -0.50
O 1.54 -0.49 0.92
C 1.82 0.80 0.52
H -1.22 0.83 -0.46
H -0.94 -0.25 1.01
H -3.35 -0.86 1.01
H -3.62 0.22 -0.46
H 0.55 -1.20 -0.80
H 2.31 -1.57 -0.72
H 1.95 1.59 1.26
H 2.01 1.21 -1.68

***

[2]
Formula: C5H8O
Source: OMol25
Level of theory: wB97M-V/def2-TZVPD

Calculated values
- ΔE to the lowest compared entry with this formula, charge and spin (kJ/mol) = 182.9
- max |F| (eV Å⁻¹) = 0.5
- lowest unoccupied orbital energy (eV) = 0.91
- gap between HOMO and LUMO (eV) = 10.546
- SMILES string = CC#CCCO
- net charge = 0
- calculated total energy (eV) = -7360.359

Geometry (Å):
C 2.72 0.42 -0.22
C 1.33 -0.02 -0.35
C 0.18 -0.36 -0.50
C -1.26 -0.60 -0.67
C -2.04 -0.18 0.59
O -1.63 1.08 1.08
H 2.78 1.43 0.21
H 3.30 -0.25 0.43
H 3.20 0.43 -1.20
H -1.60 -0.03 -1.54
H -1.45 -1.66 -0.88
H -3.10 -0.07 0.36
H -1.94 -0.96 1.36
H -0.67 1.04 1.17

***

[3]
Formula: C5H8O
Source: OMol25
Level of theory: wB97M-V/def2-TZVPD

Calculated values
- ΔE to the lowest compared entry with this formula, charge and spin (kJ/mol) = 396.9
- max |F| (eV Å⁻¹) = 2.7
- lowest unoccupied orbital energy (eV) = 0.95
- gap between HOMO and LUMO (eV) = 9.834
- net charge = 0
- calculated total energy (eV) = -7358.142

Geometry (Å):
O 1.77 -1.30 0.87
C 0.91 -0.75 -0.11
C -0.58 -0.98 0.11
C -1.38 0.59 -0.01
C -0.13 1.42 -0.09
C 1.01 0.76 -0.15
H 1.32 -1.19 1.72
H 1.28 -1.19 -1.05
H -1.08 -0.58 -0.81
H -0.98 -1.96 -0.12
H -2.01 0.85 -0.91
H -2.02 0.71 0.84
H -0.20 2.51 -0.12
H 1.99 1.22 -0.18